The following is a quantum chemistry calculation of a 2-piece molecular cluster, C5H8Br2N3 overall in a non-equilibrium geometry, from the Open Molecules 2025 dataset.

```
18
Properties=species:S:1:pos:R:3
Br 3.670 -0.966 0.530
Br -4.654 -0.723 0.289
N 1.144 -0.740 -1.747
N 0.220 -0.774 1.893
N -0.626 -0.684 0.863
C -2.764 -0.705 -0.122
C -1.904 -0.903 0.977
C -1.327 -0.582 -2.262
C -0.139 -0.807 -1.764
C -2.485 -0.517 -1.426
H 1.586 0.102 -1.859
H -2.345 -0.991 1.989
H 0.100 -0.828 2.989
H -3.356 -0.299 -2.218
H 1.208 -0.677 1.644
H 4.881 -1.493 1.211
H 1.771 -1.497 -1.401
H -1.520 -0.651 -3.258
```

Charge: +1
Electronic energy in eV: -149859.03785
ΔE to the lowest compared entry with this formula, charge and spin in kcal per mole: 70.0
Spin multiplicity: 1